Below is a 11-piece molecular cluster, C33H66O33 overall in a non-equilibrium geometry, with properties calculated with ωB97M-V with the def2-TZVPD basis set.

Last column: Löwdin charge in e.
Element x y z (Å)
C: -34.03207 -0.46895 11.80676  -0.0897
O: -33.90627 -1.31705 10.77910  0.0423
C: -34.97788 -1.49356 10.05845  -0.6994
O: -35.96556 -0.91189 10.18329  0.1793
O: -34.72142 -2.43274 9.20138  0.0433
C: -35.52841 -2.57564 8.00247  0.0113
H: -34.37739 -1.03708 12.66742  0.1076
H: -34.69452 0.37557 11.64831  0.0965
H: -33.04032 -0.08731 12.01399  0.1020
H: -36.43472 -3.12259 8.23123  0.0456
H: -34.98469 -3.20127 7.29983  0.1079
H: -35.78626 -1.61947 7.56437  0.0650
C: -42.85811 -3.10866 0.84964  -0.0764
O: -41.81135 -3.41903 1.71973  -0.0139
C: -42.14486 -3.73093 3.01931  -0.5894
O: -43.22817 -3.72615 3.45176  0.1716
O: -41.02758 -4.04382 3.69392  0.0002
C: -41.25795 -4.65584 4.92088  -0.0714
H: -43.77004 -3.66508 1.05666  0.0935
H: -42.59670 -3.32759 -0.18552  0.0932
H: -43.06194 -2.04195 0.90286  0.0941
H: -42.05004 -4.19293 5.49718  0.0909
H: -40.39170 -4.69017 5.57558  0.0806
H: -41.53736 -5.69977 4.73900  0.1099
C: -44.52042 5.48035 3.17288  -0.0409
O: -45.42352 4.99727 2.23427  0.0955
C: -45.56763 3.77282 2.34766  -0.8033
O: -45.24037 3.16261 3.27463  0.1591
O: -46.35090 3.38500 1.42684  0.0587
C: -46.60911 2.03257 1.35457  -0.0396
H: -43.59787 4.92232 3.11243  0.0744
H: -44.92216 5.33307 4.18079  0.1114
H: -44.30325 6.52602 3.03975  0.0990
H: -45.69356 1.47213 1.18371  0.1065
H: -47.39266 1.86654 0.64159  0.0966
H: -46.96463 1.70429 2.34307  0.0827
C: -34.74576 -0.55617 0.19005  -0.0396
O: -36.05273 -0.09403 0.48339  0.0338
C: -36.54840 -0.58000 1.57424  -0.7172
O: -36.00205 -1.31175 2.26857  0.1712
O: -37.77614 -0.09356 1.72572  0.0241
C: -38.59182 -0.65806 2.72861  -0.0383
H: -34.04765 -0.47770 1.02223  0.0961
H: -34.34782 0.03913 -0.62283  0.0928
H: -34.81553 -1.60143 -0.11952  0.1027
H: -38.48984 -0.10237 3.65504  0.0707
H: -38.44943 -1.72398 2.91099  0.0955
H: -39.61203 -0.56817 2.35880  0.1000
C: -40.20252 8.11267 1.60016  -0.0534
O: -40.19755 7.77145 2.96148  0.0160
C: -40.88084 6.67397 3.29637  -0.6208
O: -41.65232 6.08388 2.61307  0.1243
O: -40.51427 6.31021 4.50363  0.0414
C: -40.88085 5.00134 4.87537  -0.0382
H: -40.15829 9.18109 1.46367  0.0905
H: -41.12734 7.73974 1.14378  0.0935
H: -39.39119 7.61523 1.06881  0.0995
H: -41.90366 4.81532 4.54079  0.0788
H: -40.83661 4.89703 5.94942  0.0764
H: -40.22019 4.27290 4.40628  0.1148
C: -36.87202 1.88220 9.16835  -0.0532
O: -35.75982 1.86147 8.35730  0.0547
C: -35.89750 1.02280 7.37718  -0.5743
O: -36.97518 0.47974 7.03319  0.0530
O: -34.71184 0.83456 6.79129  0.0303
C: -34.79391 0.03838 5.64193  -0.0560
H: -36.64960 1.31083 10.05227  0.0829
H: -37.74348 1.58346 8.60695  0.0716
H: -37.02749 2.92001 9.46472  0.1055
H: -35.35235 0.59605 4.88086  0.1042
H: -35.36621 -0.87867 5.80090  0.0782
H: -33.82954 -0.22758 5.23970  0.0989
C: -50.12438 1.43762 8.95313  -0.0364
O: -49.38293 0.79388 7.91479  0.0157
C: -48.74580 1.63120 7.11069  -0.7395
O: -48.75024 2.77434 7.16264  0.1881
O: -48.09348 0.93461 6.25618  0.0485
C: -47.34776 1.66288 5.33157  -0.0557
H: -50.86701 2.09394 8.51544  0.0957
H: -49.47204 2.01307 9.60909  0.0966
H: -50.55311 0.63834 9.54252  0.0911
H: -47.06883 0.98179 4.52979  0.0887
H: -46.39857 2.01746 5.74183  0.0952
H: -47.86746 2.50937 4.88266  0.1034
C: -42.62475 -6.03576 8.59183  0.0078
O: -41.80432 -4.98386 7.98166  0.0164
C: -40.93125 -4.44112 8.77923  -0.8077
O: -40.71293 -4.76169 9.81281  0.2293
O: -40.24097 -3.57937 8.14382  0.0593
C: -39.21530 -3.07481 8.89228  -0.0796
H: -43.52033 -6.16928 7.99785  0.0908
H: -42.98246 -5.70183 9.57137  0.0966
H: -42.04977 -6.94782 8.71786  0.0963
H: -38.50717 -3.81635 9.21321  0.0698
H: -39.51218 -2.48629 9.76923  0.1249
H: -38.68316 -2.33021 8.30139  0.0702
C: -43.43601 3.87745 9.58786  -0.0820
O: -42.69709 3.95710 8.45830  0.0172
C: -41.39361 3.74232 8.57224  -0.5522
O: -40.74644 3.65492 9.60134  0.1252
O: -40.89555 3.61606 7.31977  -0.0729
C: -39.47713 3.25547 7.16610  0.0070
H: -44.42143 3.51246 9.32539  0.0987
H: -43.51749 4.81698 10.12564  0.1026
H: -42.98331 3.13303 10.25041  0.1052
H: -38.87005 3.88200 7.86670  0.1074
H: -39.12461 3.57367 6.19246  0.0873
H: -39.22727 2.23229 7.44921  0.0807
C: -36.98444 -5.03660 4.05188  -0.0002
O: -36.97106 -5.92732 5.20073  0.0147
C: -37.27012 -5.39467 6.36746  -0.6967
O: -37.58070 -4.27617 6.51864  0.1427
O: -37.13055 -6.32217 7.25931  0.0402
C: -37.09437 -5.95245 8.65678  0.0137
H: -36.54138 -4.06252 4.30715  0.0930
H: -38.01453 -4.85978 3.74995  0.0912
H: -36.32018 -5.46077 3.31361  0.0922
H: -38.11271 -5.78217 9.02564  0.0882
H: -36.53248 -5.03217 8.79024  0.0783
H: -36.68713 -6.78822 9.20254  0.0982
C: -42.82647 2.27272 5.41724  -0.0327
O: -42.16870 1.32958 6.23004  0.0179
C: -41.05612 0.79881 5.76466  -0.6899
O: -40.53816 1.07578 4.74918  0.1555
O: -40.64774 -0.09782 6.61726  0.0424
C: -39.55516 -0.87710 6.17979  -0.0247
H: -43.79092 2.56242 5.80850  0.0926
H: -43.05749 1.78775 4.46723  0.1022
H: -42.17961 3.12263 5.23456  0.0526
H: -39.85039 -1.70983 5.52479  0.1112
H: -39.18464 -1.37484 7.06667  0.0597
H: -38.86537 -0.22977 5.66690  0.0623

Forces on atoms 1 to 2 (eV/Å):
0.306 1.720 2.975
1.569 -1.540 -1.738

Computed properties:
E	-102854.6316	eV
orbital gap	11.11	eV



Below is C27H37CoN4O3Si as an isolated structure, with properties calculated with ωB97M-V with the def2-TZVPD basis set.

Last column: Mulliken spin population.
Element x y z (Å)
Co: 0.22920 -1.21086 -0.11662  1.7758
C: 1.45979 -1.65292 6.74881  -0.0013
C: 1.30544 -1.28497 5.29469  -0.0951
C: 1.38289 0.03952 4.87702  0.2010
C: 1.25554 0.44448 3.52737  -0.1185
C: 1.31229 1.80967 3.19235  0.5244
N: 1.28133 2.31977 1.92250  0.1938
C: 1.19121 3.72598 1.61866  -0.0013
C: -0.19988 4.34414 1.81263  0.0145
C: -1.35798 3.56359 1.16159  0.0038
N: -0.95584 2.76829 -0.00023  -0.0010
C: -0.59984 3.22999 -1.15278  -0.0034
C: 0.01304 2.45018 -2.16964  -0.0039
C: 0.39082 3.07178 -3.37551  0.0026
C: 1.08874 2.40863 -4.35618  -0.0006
C: 1.48149 3.06812 -5.65396  0.0000
C: 1.44693 1.08199 -4.08681  0.0052
C: 1.11319 0.41872 -2.91847  -0.0103
C: 1.58815 -0.94337 -2.73697  0.0072
N: 1.47015 -1.65119 -1.68718  0.0591
C: 1.93065 -3.03995 -1.71897  -0.0008
C: 0.73779 -3.96325 -1.47860  -0.0046
C: 0.35349 -4.09285 -0.00757  0.0003
N: 0.51676 -2.84171 0.75964  -0.0708
C: 0.74955 -2.95325 2.02254  -0.0169
C: 0.94976 -1.91347 2.97596  -0.0183
C: 1.08913 -2.26092 4.34369  0.2674
C: 1.04477 -0.58747 2.55728  0.0737
O: 0.94237 -0.24424 1.28011  0.0426
C: 0.33105 1.08146 -1.93657  -0.0035
O: -0.08522 0.52200 -0.86107  -0.0013
H: 1.56149 -0.76622 7.37265  0.0000
H: 2.34363 -2.27449 6.90057  -0.0029
H: 0.59620 -2.21788 7.10197  -0.0041
H: 1.55174 0.81394 5.61845  0.0064
H: 1.42350 2.53032 3.99444  0.0382
H: 1.22871 1.64387 1.17722  -0.0638
H: 1.51622 3.85021 0.58514  0.0032
H: 1.89710 4.28817 2.23392  0.0021
H: -0.16987 5.36962 1.43783  -0.0066
H: -0.42094 4.40453 2.87931  0.0094
H: -2.15805 4.24316 0.87158  -0.0019
H: -1.77394 2.85706 1.87459  -0.0011
H: -0.79262 1.76287 0.11390  -0.0076
H: -0.74285 4.29573 -1.32141  -0.0002
H: 0.12140 4.11356 -3.52311  0.0002
H: 1.12657 4.09655 -5.69439  -0.0001
H: 1.06021 2.53386 -6.50683  0.0000
H: 2.56570 3.08128 -5.77591  0.0000
H: 2.02689 0.54056 -4.82978  -0.0004
H: 2.10168 -1.37887 -3.59840  0.0059
H: 2.68549 -3.17103 -0.94038  -0.0005
H: 2.39499 -3.26042 -2.68218  0.0056
H: 0.97456 -4.96027 -1.85037  -0.0008
H: -0.11033 -3.58678 -2.04952  0.0048
H: 0.98549 -4.84694 0.46354  -0.0034
H: -0.68412 -4.41902 0.06294  -0.0002
H: 0.80840 -3.96783 2.41739  -0.0045
H: 1.01842 -3.30312 4.63669  0.0240
C: -3.53595 -3.12347 -1.94643  0.0050
Si: -2.85770 -1.50231 -1.31826  0.0095
C: -2.87155 -0.25466 -2.71323  0.0008
C: -3.91351 -0.84559 0.07683  0.0052
O: -1.34949 -1.77279 -0.76194  0.1574
H: -4.58078 -3.01585 -2.25216  -0.0004
H: -3.48946 -3.89102 -1.16955  -0.0005
H: -2.97082 -3.47757 -2.81359  0.0005
H: -3.89268 -0.08339 -3.06471  0.0000
H: -2.27985 -0.60187 -3.56612  0.0002
H: -2.46345 0.70896 -2.39057  0.0003
H: -4.95638 -0.72524 -0.22897  -0.0007
H: -3.54621 0.13094 0.40968  0.0005
H: -3.88461 -1.52639 0.93147  0.0008

Forces on atoms 1 to 2 (eV/Å):
-0.041 0.225 -0.218
-0.005 0.024 -0.057

Computed properties:
E	-86204.0245	eV
charge	+1
orbital gap (alpha / beta)	4.50 / 6.98	eV
multiplicity	4



Below is a 2-piece molecular cluster, C10H13OP overall in a non-equilibrium geometry, with properties calculated with ωB97M-V with the def2-TZVPD basis set.

Last column: Löwdin charge in e.
Element x y z (Å)
C: 2.62693 2.04522 0.30323  -0.1175
C: 1.51697 1.16807 0.82517  -0.1955
C: 0.57025 0.65549 -0.00393  -0.1071
C: -0.71147 -0.00462 0.33671  -0.1819
C: -1.24049 -0.11565 1.65104  -0.0440
C: -2.40205 -0.74725 1.85957  -0.1161
C: -3.22686 -1.08097 0.77597  -0.0932
C: -2.75737 -0.98624 -0.49860  -0.0661
C: -1.48110 -0.52274 -0.69671  -0.2466
C: -0.99883 -0.57483 -2.15067  -0.0649
H: 3.48527 1.38673 0.23244  0.0562
H: 2.77898 2.88641 0.97827  0.0728
H: 2.30726 2.47656 -0.67193  0.0817
H: 1.73371 1.19570 1.89084  0.1056
H: 0.83493 0.84364 -1.10835  0.1238
H: -0.50203 0.11411 2.37406  0.0970
H: -2.91723 -1.08940 2.85453  0.1392
H: -4.17404 -1.43944 1.24468  0.1118
H: -3.24232 -1.21933 -1.41706  0.0989
H: -0.91859 0.28846 -2.79208  0.0638
H: 0.07552 -1.00551 -2.13599  0.0896
H: -1.61847 -1.33750 -2.75130  0.0953
O: 3.93852 -1.38908 1.04175  -0.5709
P: 2.95815 -1.85737 0.06650  0.7954
H: 3.46519 -3.24666 -0.10892  -0.1272

Forces on atoms 1 to 2 (eV/Å):
-1.081 -0.085 -1.241
-0.129 0.777 -0.760

Computed properties:
E	-21914.2233	eV
orbital gap	7.32	eV



Below is an isolated molecule of C4H8S in a non-equilibrium geometry, with properties calculated with ωB97M-V with the def2-TZVPD basis set.

Last column: Löwdin charge in e.
Element x y z (Å)
C: -0.44950 -1.23852 0.63282  -0.2928
C: 0.96898 -0.83757 0.72867  -0.3651
C: 1.16499 0.52829 0.32594  -0.4247
S: -0.18301 0.79264 -1.03737  0.7817
C: -1.29113 0.02487 0.18908  -0.4887
H: -0.55364 -1.98311 -0.22746  0.1163
H: -0.91589 -1.76142 1.55659  0.1306
H: 1.60341 -1.41833 0.03088  0.1217
H: 1.12683 -1.03092 1.81447  0.1282
H: 0.69182 1.22256 1.03150  0.0556
H: 2.22965 0.81945 0.20133  0.1002
H: -1.33059 0.72749 1.08524  0.0858
H: -2.28353 -0.12038 -0.15373  0.0511

Forces on atoms 1 to 2 (eV/Å):
-3.936 -1.724 -1.529
1.093 -2.409 1.386

Computed properties:
E	-15111.9781	eV
orbital gap	9.61	eV



Below is an isolated ion of composition C6H16NO and charge +1 in a non-equilibrium geometry, with properties calculated with ωB97M-V with the def2-TZVPD basis set.

Last column: Löwdin charge in e.
Element x y z (Å)
N: -1.95434 2.79968 1.03286  0.1969
C: -1.78712 1.48892 0.25503  -0.1178
C: -0.27992 1.25262 0.03260  -0.1989
C: 0.01305 0.24191 -1.07033  -0.2045
C: 1.50044 -0.09831 -1.09906  -0.1802
C: 1.94612 -1.40914 -0.36784  -0.1424
C: 0.86741 -2.52326 -0.13566  -0.2295
O: 0.12598 -2.38472 1.09552  -0.0756
H: -1.68402 3.55034 0.39302  0.1732
H: -1.25121 2.86844 1.76776  0.1669
H: -2.88155 2.83535 1.43860  0.1693
H: -2.23769 1.59798 -0.72796  0.1344
H: -2.35227 0.72939 0.79460  0.1390
H: 0.18473 0.97615 0.98719  0.1229
H: 0.15672 2.21745 -0.24366  0.1228
H: -0.21211 0.74393 -2.02815  0.1287
H: -0.62694 -0.61987 -1.03245  0.1003
H: 2.04966 0.74488 -0.69491  0.1063
H: 1.79644 -0.27976 -2.13738  0.1157
H: 2.79642 -2.00348 -0.67504  0.1100
H: 2.12104 -1.02893 0.66026  0.1080
H: 1.24535 -3.53731 -0.01178  0.1195
H: 0.16630 -2.46012 -0.96852  0.0984
H: 0.30514 -1.52590 1.44167  0.0365

Forces on atoms 1 to 2 (eV/Å):
0.911 -0.778 -0.768
0.733 -0.049 -0.218

Computed properties:
E	-10011.5271	eV
charge	+1
orbital gap	9.07	eV



Below is an isolated molecule of C19H24O7 in a non-equilibrium geometry, with properties calculated with ωB97M-V with the def2-TZVPD basis set.

Last column: Löwdin charge in e.
Element x y z (Å)
C: -3.19295 -0.53583 1.28655  0.1400
C: -2.09419 -1.31439 0.84689  -0.0978
C: -2.13885 -2.54749 0.04276  -0.4498
O: -3.10977 -3.15093 -0.39732  0.1097
O: -0.88747 -2.93509 -0.20276  0.0838
C: 0.12108 -2.07853 0.43760  -0.2438
C: 0.99449 -2.86488 1.30576  0.0134
C: 2.34293 -2.73856 1.47891  -0.2004
C: 3.15328 -3.77408 2.23466  -0.1759
O: 4.17416 -4.39048 1.36975  -0.0419
C: 3.11289 -1.63929 0.78219  -0.1615
C: 3.66614 -0.65670 1.82320  -0.1832
C: 2.58834 -0.02551 2.76705  -0.0609
C: 1.42270 0.73267 2.50275  -0.0448
C: 1.06791 1.10341 1.02269  -0.0918
C: -0.30561 0.51220 0.65393  -0.2698
O: -0.47460 0.71468 -0.73839  0.0234
C: -0.95087 1.95822 -1.19240  -0.3792
O: -0.79261 3.00804 -0.61592  0.1227
C: -1.45039 2.07797 -2.60822  -0.0971
C: -0.64125 1.67136 -3.73984  0.1374
C: -2.88582 2.67098 -2.81577  -0.3378
O: -3.21166 2.30164 -4.08293  -0.0702
C: -2.89411 4.32107 -2.69327  -0.1907
O: -4.05771 4.77135 -3.31480  -0.0531
C: -0.61319 -0.97595 1.19764  -0.0975
H: -3.35453 0.50724 1.69973  0.0932
H: -4.15848 -0.75582 0.91092  0.0457
H: 0.65466 -1.62923 -0.38942  0.1477
H: 0.40658 -3.69079 1.75918  0.1418
H: 3.53940 -3.27766 3.13134  0.1148
H: 2.42321 -4.55492 2.59046  0.1309
H: 3.67877 -4.97749 0.84443  0.0575
H: 2.58438 -1.05735 0.03629  0.0901
H: 3.98071 -2.12881 0.34184  0.1150
H: 4.33801 -1.31716 2.49682  0.1218
H: 4.29081 0.11634 1.32717  0.1176
H: 2.86092 -0.26164 3.83411  0.1023
H: 0.82350 0.85101 3.29372  0.0487
H: 0.92007 2.21954 0.74233  0.1376
H: 1.83364 0.70683 0.31619  0.1096
H: -1.03030 1.13878 1.10690  0.1202
H: -1.00496 1.70248 -4.74869  0.0518
H: 0.38603 1.35648 -3.55487  0.0625
H: -3.67110 2.16381 -2.19729  0.1595
H: -3.53966 3.14556 -4.56850  0.1458
H: -2.72575 4.41809 -1.60212  0.1124
H: -1.94303 4.59554 -3.20752  0.1343
H: -3.84008 5.62065 -3.75279  0.1169
H: -0.39562 -1.10734 2.23910  0.1392

Forces on atoms 1 to 2 (eV/Å):
2.150 -0.698 -1.943
-1.859 3.809 3.083

Computed properties:
E	-34419.0721	eV
orbital gap	9.23	eV



Energy relative to the best compared isomer or geometry (same formula, charge and spin) per entry: 4.5391 0.0000 1.4569 0.4075 1.7853 6.5359 eV